ORCA calculation (wB97M-V/def2-TZVPD) on a molecular structure, C30H42BrN3O2PdSi3.

The geometry in XYZ format:
```
82
C30H42BrN3O2PdSi3 wB97M-V/def2-TZVPD
Pd -0.066 -0.186 -0.376
O 0.283 -1.856 3.297
C -0.450 -0.841 3.802
C -1.330 -1.129 4.844
C -2.115 -0.133 5.394
C -2.032 1.167 4.909
C -1.148 1.448 3.880
C -0.345 0.465 3.308
C 0.695 0.824 2.238
O 0.984 -0.244 1.398
N 0.263 1.993 1.495
N -0.716 1.804 0.602
C -1.208 2.809 -0.015
C -2.261 2.686 -1.016
Br -2.834 0.920 -1.434
C -2.833 3.707 -1.657
C -2.586 5.138 -1.401
C -2.574 5.675 -0.114
C -2.348 7.029 0.084
C -2.139 7.867 -1.001
C -2.171 7.347 -2.289
C -2.401 5.996 -2.487
H 0.667 -1.516 2.452
H -1.379 -2.152 5.197
H -2.796 -0.372 6.202
H -2.642 1.954 5.332
H -1.075 2.462 3.506
H 1.618 1.146 2.745
H 0.801 2.845 1.468
H -0.843 3.816 0.181
H -3.537 3.476 -2.448
H -2.771 5.032 0.736
H -2.348 7.432 1.088
H -1.963 8.924 -0.846
H -2.020 7.997 -3.141
H -2.430 5.593 -3.492
C 4.138 -2.568 -1.102
Si 2.850 -1.661 -0.044
C 3.672 -0.020 0.395
C 2.682 -2.755 1.488
C 1.263 -1.525 -1.079
Si 1.604 -0.785 -2.778
C 0.048 0.062 -3.439
C 2.157 -2.057 -4.049
C 2.894 0.581 -2.745
Si 0.267 -3.112 -1.114
C 1.253 -4.709 -1.173
C -1.006 -3.196 -2.505
C -0.882 -3.144 0.396
C -1.155 -4.265 1.168
C -2.137 -4.202 2.148
C -2.826 -3.017 2.327
C -2.490 -1.933 1.526
N -1.552 -1.990 0.589
H 5.028 -2.722 -0.484
H 4.454 -2.008 -1.984
H 3.792 -3.551 -1.426
H 3.874 -0.003 1.469
H 3.033 0.832 0.167
H 4.623 0.103 -0.128
H 3.430 -3.552 1.453
H 1.704 -3.232 1.592
H 2.851 -2.186 2.403
H -0.851 -0.552 -3.476
H 0.290 0.346 -4.470
H -0.187 0.991 -2.912
H 1.407 -2.827 -4.233
H 3.077 -2.559 -3.745
H 2.352 -1.555 -5.001
H 2.586 1.392 -2.081
H 2.992 0.996 -3.754
H 3.883 0.246 -2.431
H 1.821 -4.781 -2.105
H 0.570 -5.562 -1.147
H 1.957 -4.807 -0.346
H -0.600 -3.113 -3.513
H -1.765 -2.420 -2.379
H -1.518 -4.160 -2.429
H -0.602 -5.183 1.010
H -2.357 -5.066 2.763
H -3.595 -2.914 3.081
H -2.980 -0.973 1.658
```

Its spin multiplicity is 1. As for the total charge: 0. The value obtained for the energy above the lowest of the compared OMol25 structures with the same formula, charge and spin is 1.58 kcal/mol.

Mulliken population analysis, charges in e, atoms 1 to 8: atom 1 (Pd): 0.0085, atom 2 (O): -0.7072, atom 3 (C): 0.6417, atom 4 (C): -0.6607, atom 5 (C): -0.4214, atom 6 (C): -0.9458, atom 7 (C): -0.5856, atom 8 (C): -0.1187

ORCA calculation (wB97M-V/def2-TZVPD) on 2 unconnected molecules or ions with the total composition CH3ClF2.

The geometry in XYZ format:
```
7
CH3ClF2 wB97M-V/def2-TZVPD
F 0.097 1.452 -0.422
C -0.463 0.703 0.561
Cl -1.174 -0.773 -0.123
H -1.263 1.267 1.041
H 0.306 0.404 1.275
F 2.289 -0.560 -0.070
H 2.220 -0.778 0.831
```

Its spin multiplicity is 1. Its structure (SMILES) is FCCl.F. As for the total charge: 0. The value obtained for the energy above the lowest of the compared OMol25 structures with the same formula, charge and spin is 1.64 kcal/mol.

From a Mulliken analysis of the wavefunction, the atomic charges in e read: atom 1 (F): -0.2154, atom 2 (C): 0.0102, atom 3 (Cl): -0.1461, atom 4 (H): 0.2467, atom 5 (H): 0.0959, atom 6 (F): -0.3829, atom 7 (H): 0.3917

ORCA calculation (wB97M-V/def2-TZVPD) on 11 unconnected molecules or ions with the total composition C34H91I3N2O12PS10.

The geometry in XYZ format:
```
153
C34H91I3N2O12PS10 wB97M-V/def2-TZVPD
C -4.002 -1.779 -1.010
C -3.457 -0.235 -1.096
C -2.892 0.191 -2.606
C -1.525 -0.723 -2.913
N -0.347 0.169 -3.206
C 0.948 -0.574 -3.410
O 1.877 0.236 -2.551
P 1.924 -0.433 -0.905
C 3.261 0.963 -0.667
C 2.617 2.467 -0.571
C 3.865 3.524 -0.920
C 4.643 4.060 0.437
C 5.062 5.648 0.155
N 3.806 6.491 0.097
C 1.770 -0.730 0.979
I 0.318 0.750 1.806
C 1.389 -2.264 1.412
C -0.252 -2.537 1.534
I 2.135 -2.486 3.505
O 1.065 -1.917 -1.334
C 1.167 -2.084 -2.822
I 0.241 -3.818 -3.774
H -3.063 -2.515 -1.027
H -4.499 -1.937 0.052
H -4.726 -2.101 -1.872
H -2.614 -0.112 -0.264
H -4.352 0.462 -0.738
H -2.578 1.337 -2.497
H -3.726 0.023 -3.420
H -1.766 -1.313 -3.918
H -1.411 -1.425 -1.983
H -0.266 0.980 -2.554
H 1.476 -0.498 -4.478
H 0.767 0.404 -0.721
H 3.110 -1.256 -1.129
H 4.012 0.733 0.200
H 3.907 0.942 -1.670
H 2.298 2.735 0.536
H 1.707 2.630 -1.292
H 3.508 4.433 -1.583
H 4.703 2.972 -1.565
H 4.021 3.925 1.425
H 5.676 3.475 0.537
H 5.811 6.072 0.970
H 5.581 5.745 -0.915
H 3.566 6.685 -0.901
H 4.021 7.398 0.567
H 2.790 -0.472 1.544
H 1.951 -3.104 0.812
H -0.465 -3.672 1.230
H -0.886 -1.887 0.796
H -0.597 -2.458 2.665
H 2.327 -2.289 -3.025
C 8.326 9.353 3.677
S 7.548 9.635 2.068
O 6.160 9.069 2.132
C 8.575 8.456 1.158
H 7.815 9.967 4.422
H 8.239 8.300 3.954
H 9.378 9.644 3.629
H 8.472 7.459 1.593
H 9.619 8.776 1.195
H 8.241 8.433 0.118
C 5.897 14.511 1.488
S 5.091 13.488 2.744
O 6.169 12.751 3.483
C 4.338 12.327 1.580
H 6.468 15.295 1.991
H 6.573 13.900 0.885
H 5.138 14.970 0.850
H 5.112 11.852 0.972
H 3.631 12.859 0.939
H 3.804 11.562 2.148
C -0.974 -5.791 -9.636
S -1.606 -5.521 -7.963
O -3.019 -5.033 -8.089
C -0.565 -4.086 -7.602
H -1.514 -6.630 -10.081
H -1.130 -4.897 -10.244
H 0.091 -6.031 -9.589
H -0.748 -3.298 -8.337
H 0.486 -4.384 -7.624
H -0.816 -3.717 -6.605
C -2.821 -0.784 6.806
S -1.394 -0.956 5.709
O -1.463 -2.321 5.090
C -0.155 -1.018 7.026
H -3.728 -0.762 6.197
H -2.868 -1.632 7.494
H -2.740 0.150 7.367
H -0.368 -1.851 7.700
H -0.164 -0.076 7.579
H 0.828 -1.161 6.572
C 2.089 17.914 3.113
S 3.517 17.742 2.015
O 3.448 16.377 1.396
C 4.755 17.680 3.333
H 1.183 17.936 2.504
H 2.043 17.066 3.801
H 2.170 18.848 3.674
H 4.542 16.847 4.007
H 4.747 18.622 3.886
H 5.739 17.537 2.879
C -4.591 -7.720 -9.859
S -4.012 -8.766 -8.501
O -3.685 -10.112 -9.077
C -5.617 -8.903 -7.678
H -3.753 -7.531 -10.534
H -5.390 -8.226 -10.406
H -4.953 -6.770 -9.458
H -6.352 -9.335 -8.361
H -5.945 -7.914 -7.351
H -5.507 -9.554 -6.807
C -7.017 1.348 8.357
S -6.657 1.556 6.596
O -5.700 0.472 6.200
C -5.704 3.083 6.782
H -7.582 0.423 8.489
H -6.084 1.287 8.923
H -7.616 2.191 8.709
H -4.854 2.913 7.447
H -6.347 3.867 7.187
H -5.339 3.387 5.798
C 1.228 2.227 11.458
S 0.888 1.254 9.971
O -0.516 1.563 9.542
C 0.862 -0.351 10.803
H 1.252 3.284 11.184
H 0.442 2.063 12.199
H 2.198 1.938 11.869
H 0.100 -0.354 11.585
H 1.845 -0.554 11.236
H 0.627 -1.122 10.065
C -4.542 -13.175 -7.414
S -5.904 -12.520 -6.419
O -5.510 -11.146 -5.964
C -5.667 -13.644 -5.021
H -4.473 -12.592 -8.335
H -3.603 -13.092 -6.862
H -4.741 -14.220 -7.662
H -4.657 -13.532 -4.619
H -5.827 -14.673 -5.349
H -6.395 -13.394 -4.246
C -4.333 -18.266 -3.226
S -3.880 -17.438 -4.770
O -4.978 -16.471 -5.102
C -4.096 -18.890 -5.827
H -4.305 -17.532 -2.417
H -5.342 -18.679 -3.306
H -3.617 -19.063 -3.016
H -5.119 -19.264 -5.744
H -3.388 -19.667 -5.529
H -3.899 -18.599 -6.862
```

Its spin multiplicity is 1. As for the total charge: -1. The calculation puts the total energy at -206212.654 eV.

Mulliken population analysis, charges in e, atoms 1 to 8: atom 1 (C): -0.8224, atom 2 (C): -0.2622, atom 3 (C): -0.5710, atom 4 (C): 0.1588, atom 5 (N): -0.2801, atom 6 (C): -0.0675, atom 7 (O): -0.5180, atom 8 (P): 1.5321

ORCA calculation (wB97M-V/def2-TZVPD) on C7H7N in the gas phase.

The geometry in XYZ format:
```
15
C7H7N wB97M-V/def2-TZVPD
N 0.730 -2.534 -1.713
C 0.313 -1.614 -1.171
C -0.038 -0.475 -0.453
C -1.002 0.450 -0.648
C -0.792 1.457 0.479
C -0.622 0.443 1.634
C 0.672 0.047 0.823
C 0.774 1.516 0.451
H -1.787 0.446 -1.369
H -1.446 2.348 0.539
H -1.438 -0.270 1.680
H -0.274 0.871 2.595
H 1.554 -0.508 1.187
H 1.222 2.141 1.233
H 1.224 1.763 -0.567
```

Its spin multiplicity is 1. Its structure (SMILES) is N#CC1=C[C@H]2C[C@@H]1C2. As for the total charge: 0. The value obtained for the energy above the lowest of the compared OMol25 structures with the same formula, charge and spin is 36.43 kcal/mol.

Mulliken population analysis, charges in e, atoms 1 to 8: atom 1 (N): -0.5038, atom 2 (C): 0.0092, atom 3 (C): 0.0999, atom 4 (C): -0.4259, atom 5 (C): -0.3827, atom 6 (C): -0.5990, atom 7 (C): -0.2910, atom 8 (C): -0.5641

ORCA calculation (wB97M-V/def2-TZVPD) on C2H3NO2S in the gas phase.

The geometry in XYZ format:
```
9
C2H3NO2S wB97M-V/def2-TZVPD
O -1.845 -1.158 1.134
N -1.769 -0.018 1.381
O -0.923 0.723 0.638
C -0.166 0.219 -0.511
C 1.323 0.209 -0.267
S 2.212 -1.109 -0.158
H -0.388 0.776 -1.413
H -0.435 -0.771 -0.744
H 1.991 1.130 -0.060
```

Its spin multiplicity is 1. Its structure (SMILES) is O=NOCC=S. As for the total charge: 0. The value obtained for the energy above the lowest of the compared OMol25 structures with the same formula, charge and spin is 109.61 kcal/mol.

Mulliken population analysis, charges in e, atoms 1 to 8: atom 1 (O): -0.3728, atom 2 (N): 0.3691, atom 3 (O): -0.1808, atom 4 (C): -0.3760, atom 5 (C): -0.1545, atom 6 (S): -0.1959, atom 7 (H): 0.2725, atom 8 (H): 0.3535

no.,strongest force on any atom (hartree/bohr)
1,0.010
2,0.008
3,0.080
4,0.042
5,0.049